[1]
37
Properties=species:S:1:pos:R:3:forces:R:3:lowdin_charge:R:1 method="wB97M-V/def2-TZVPD" homo_ev=-9.223 e_lumo_ev=0.5 smiles="CCSCOC(=O)OB(O)CC.CC(C)O" orbital_gap_ev=9.746 energy_ev=-31424.9588
C 1.374673 -2.738910 -0.043081 0.413 -0.215 0.096 -0.14
C 2.275149 -2.421018 1.144049 -0.064 -0.015 -0.424 -0.52
S 1.562867 -1.394009 2.459680 -0.151 -0.237 0.134 0.94
C 0.569260 -0.159443 1.625844 -0.041 0.322 -0.230 -0.45
O 1.053123 1.189286 1.807566 0.531 -0.041 0.549 -0.03
C 2.350061 1.352241 1.469039 1.319 0.125 0.689 -0.57
O 3.208834 1.786589 2.202478 -1.565 -0.445 -1.194 0.17
O 2.598625 0.969375 0.168371 0.108 0.392 0.623 0.16
B 2.482084 2.057822 -0.733841 -0.573 0.230 -0.370 -0.59
O 3.566187 2.778609 -1.081717 0.116 -0.165 -0.117 0.22
C 1.080625 2.452967 -1.332529 0.641 -0.189 -0.373 -0.12
C 1.168782 2.988968 -2.767912 -0.477 -0.145 0.209 -0.11
H 0.868594 -1.876742 -0.451158 -0.174 0.142 -0.080 0.05
H 0.661989 -3.514294 0.209510 -0.342 0.027 0.058 0.07
H 2.001064 -3.129266 -0.840216 0.069 -0.109 -0.157 0.08
H 3.224564 -2.027959 0.799638 0.087 0.364 0.021 0.07
H 2.503254 -3.355425 1.644930 0.073 -0.098 0.252 0.06
H 0.470326 -0.331069 0.562938 0.019 -0.294 -0.131 0.07
H -0.410794 -0.162545 2.079032 -0.180 0.148 0.117 0.08
H 4.374139 2.454438 -0.677464 0.237 -0.008 0.193 0.12
H 0.441679 1.574090 -1.334096 -0.242 -0.095 0.222 0.10
H 0.631518 3.207641 -0.690753 -0.228 0.026 0.211 0.11
H 1.573671 3.991198 -2.806579 0.253 0.142 -0.036 0.07
H 1.754634 2.328107 -3.396030 0.241 -0.011 -0.140 0.07
H 0.170382 3.017733 -3.195015 -0.138 0.127 -0.139 0.07
C -2.922513 -1.769652 1.110015 0.189 -0.008 -0.015 -0.06
C -3.014816 -0.721840 0.010329 -0.329 -0.192 0.100 -0.50
C -4.305247 0.077524 0.103345 0.031 0.094 -0.086 -0.06
O -2.901183 -1.337040 -1.272117 0.232 0.147 0.007 -0.05
H -3.742993 -2.487160 1.028285 -0.063 0.055 0.009 0.08
H -1.989408 -2.329024 1.026254 0.020 0.026 0.017 0.07
H -2.966677 -1.311546 2.099554 -0.022 -0.009 0.006 0.08
H -2.163702 -0.042247 0.083226 0.043 0.001 -0.083 0.12
H -5.169466 -0.581805 -0.013716 0.005 -0.037 0.067 0.08
H -4.350396 0.823289 -0.690005 0.030 0.016 0.008 0.08
H -4.389200 0.585869 1.064721 -0.008 -0.013 0.010 0.08
H -3.639687 -1.944751 -1.372575 -0.063 -0.056 -0.025 0.08

[2]
79
Properties=species:S:1:pos:R:3:forces:R:3:mulliken_spin:R:1 method="wB97M-V/def2-TZVPD" de_lowest_kj_mol=56.6 spin_multiplicity=8 total_charge=-1 homo_ev="-3.029 / -1.374" e_lumo_ev="2.6 / 2.6" orbital_gap_ev="5.603 / 3.957" energy_ev=-69468.4967
Gd 0.296675 0.084423 0.184187 1.304 -1.479 2.585 5.93
N -0.767619 0.730276 2.383082 0.083 -0.586 -0.430 0.02
N -1.938127 2.249950 0.235577 1.898 0.847 -1.509 -0.03
C 0.532236 -0.471392 -2.424638 -0.642 -0.954 0.261 0.11
C -0.825974 -0.681676 -2.025772 0.933 -0.898 -0.219 0.17
C -0.849776 -1.781677 -1.107586 1.059 -0.200 -1.117 -0.06
C -2.057784 -2.318302 -0.427400 -0.336 -0.272 0.440 -0.08
H -2.882058 -1.593632 -0.432168 0.167 -0.104 -0.014 0.00
H -1.847418 -2.560232 0.630983 -0.132 0.211 -0.532 0.03
H -2.418980 -3.242475 -0.904387 -0.005 0.081 0.019 0.00
C 0.497969 -2.276467 -0.986284 -0.823 0.685 -0.953 0.11
C 0.945369 -3.482074 -0.248956 0.178 -0.362 0.441 0.04
H 1.192447 -4.309617 -0.934230 -0.060 0.141 0.073 0.00
H 0.169354 -3.840236 0.437743 0.187 0.158 -0.143 -0.01
H 1.844485 -3.276972 0.347699 -0.166 -0.062 0.022 0.00
C 1.346180 -1.439285 -1.764253 -1.112 -0.074 -0.094 -0.11
C 2.819508 -1.587735 -1.907626 0.354 -0.044 -0.031 -0.02
H 3.278705 -1.894863 -0.959598 -0.004 0.040 -0.164 -0.01
H 3.280547 -0.640710 -2.210077 0.003 -0.123 0.037 0.01
H 3.084624 -2.342681 -2.662746 0.025 0.063 0.065 -0.01
C -2.027413 0.026186 -2.543436 -0.299 0.213 -0.124 0.03
H -2.495597 -0.535158 -3.368295 0.047 0.150 0.124 0.00
H -1.770499 1.023095 -2.920599 -0.111 -0.060 0.026 -0.01
H -2.784972 0.151354 -1.760704 0.076 0.053 -0.069 0.00
C 1.028234 0.503076 -3.429137 0.288 0.375 -0.214 -0.02
H 1.789824 1.166631 -2.995149 -0.044 0.026 -0.153 -0.01
H 0.218613 1.132225 -3.811049 0.120 -0.087 0.017 0.00
H 1.494458 -0.000022 -4.291728 -0.110 0.105 0.142 -0.01
C -0.071707 -0.394781 3.061656 -0.007 0.959 -0.117 -0.01
H 0.604568 0.070808 3.812542 0.150 0.004 -0.154 0.03
C -0.978261 -1.260795 3.863507 -0.386 0.090 -0.054 0.34
H -0.497194 -2.058742 4.422925 -0.207 0.090 0.110 0.01
C -2.333061 -1.032747 3.881164 0.265 -0.225 0.273 -0.15
H -2.967864 -1.610830 4.550730 0.008 0.013 -0.138 0.00
C -2.917787 -0.109705 3.014647 -0.542 0.077 -0.362 0.45
H -3.992376 0.027904 2.936857 0.047 -0.185 0.134 0.02
C -2.084364 0.651660 2.139079 1.221 0.849 -0.937 -0.12
C -2.612017 1.291387 0.959280 -1.672 -1.485 1.947 0.11
H -3.696974 1.363643 0.891382 0.176 0.029 -0.106 -0.01
C -0.567168 2.204934 0.031851 -2.788 3.016 -0.551 0.12
C -2.520016 3.303045 -0.509083 0.008 -1.232 1.437 0.02
H -3.578184 3.494032 -0.490405 0.014 -0.030 -0.018 0.00
C -1.512001 3.966491 -1.068488 1.119 0.890 -0.431 0.00
H -1.513801 4.863302 -1.663044 -0.051 -0.021 0.038 0.00
N -0.326245 3.333839 -0.710308 -0.886 -0.035 -0.034 0.03
C 0.989851 3.695800 -1.064386 0.695 -0.235 -0.569 0.02
C 1.315963 3.965632 -2.406982 0.456 -0.180 0.670 0.00
C 2.663113 4.168003 -2.730115 -0.035 0.137 0.329 0.01
H 2.930539 4.382429 -3.767561 -0.061 -0.082 0.243 0.00
C 3.666196 4.099931 -1.762225 -0.302 -0.104 0.138 0.01
C 5.106565 4.328265 -2.115088 0.265 0.010 -0.105 0.00
H 5.682595 3.393022 -2.085729 -0.134 0.169 -0.022 0.00
H 5.575696 5.020614 -1.404733 -0.063 -0.106 -0.164 0.00
H 5.192984 4.750234 -3.121046 0.074 -0.051 0.134 0.00
C 3.315840 3.805460 -0.441590 -0.332 0.135 -0.352 0.01
H 4.094359 3.746753 0.322335 -0.216 -0.001 -0.184 -0.01
C 1.984077 3.609195 -0.070595 0.131 0.293 -0.317 -0.05
C 1.655925 3.400991 1.374366 0.082 -0.370 0.849 -0.08
H 1.216965 4.303626 1.828740 0.054 -0.155 -0.227 0.00
H 2.584284 3.179482 1.917221 -0.210 0.103 -0.054 0.01
H 0.946712 2.576828 1.578672 0.402 0.458 -0.065 0.03
C 0.292487 3.984649 -3.494223 -0.208 0.049 -0.623 0.00
H -0.209501 4.959320 -3.565486 0.037 -0.187 0.026 0.00
H -0.478782 3.213678 -3.381818 0.174 0.201 0.127 0.00
H 0.789009 3.809307 -4.456249 -0.110 0.046 0.150 0.00
C 0.079900 -4.752066 3.213877 -0.072 -0.134 0.141 0.00
P -1.495736 -4.093999 2.524133 0.404 0.384 -0.141 0.02
C -1.973533 -5.506052 1.449485 -0.160 -0.256 0.068 0.01
C -2.613757 -4.429834 3.941006 -0.193 -0.103 0.012 0.00
O 0.673679 -1.068857 2.095170 -0.046 -0.278 0.279 0.09
H -0.123511 -5.640651 3.826335 0.215 0.036 -0.060 0.00
H 0.548813 -3.971751 3.827154 -0.058 -0.229 -0.169 0.00
H 0.765291 -5.008289 2.395691 -0.146 0.093 0.224 0.00
H -2.174366 -6.383788 2.077287 0.035 -0.099 -0.306 0.00
H -1.174285 -5.728933 0.729299 -0.249 0.070 0.158 0.00
H -2.882839 -5.231712 0.895825 0.230 -0.162 0.101 0.00
H -2.206493 -3.998885 4.864518 -0.115 -0.083 -0.215 0.00
H -3.583571 -3.959802 3.729475 0.168 -0.164 0.164 0.00
H -2.743032 -5.514058 4.049489 -0.057 0.146 0.238 0.00